C53H59N5O6SSn | ωB97M-V with the def2-TZVPD basis set

Last column: Löwdin charge in e.
Element x y z (Å)
Sn: 0.2501 0.1473 0.2992  1.53
S: -5.1026 -3.4524 -2.0179  0.64
O: -0.5240 -3.8132 1.1840  0.01
O: -0.8954 -1.9552 0.0118  -0.22
O: -4.0493 1.4441 1.2063  0.00
O: -6.2077 -4.3730 -1.8631  -0.33
O: 1.4588 -1.6190 4.2710  0.01
O: -5.2377 -2.4364 -3.0219  -0.29
N: 1.9613 1.4236 -1.2182  -0.08
N: -4.9016 -2.7464 -0.5377  -0.12
N: -1.9003 1.6010 0.4035  -0.01
N: -1.0280 -0.0271 2.3373  0.06
N: 1.6170 -0.4813 2.2824  -0.01
C: -2.3911 4.7152 -2.3488  -0.10
C: 2.8106 1.4026 -4.8094  -0.13
C: 1.8837 -0.2986 -2.8503  -0.09
C: 3.3031 -3.5071 1.4385  -0.05
C: -2.7723 -3.3249 0.5680  -0.08
C: 2.5517 0.0768 -5.1265  -0.15
C: 3.5816 0.5199 3.2989  -0.13
C: -3.7590 4.5623 1.8071  -0.06
C: -2.3671 4.9784 -0.9926  -0.06
C: -2.8417 1.1637 1.2206  -0.53
C: 3.7132 4.7696 0.5645  -0.14
C: -1.6056 0.6093 -3.6076  -0.05
C: -2.5755 -3.7742 -3.0621  -0.04
C: 4.9620 0.6449 3.3506  -0.05
C: -0.5313 -0.8562 3.2402  -0.18
C: -2.3953 0.9269 -2.3429  -0.37
C: -3.8917 0.6617 -2.5381  -0.04
C: -3.5809 -2.2666 -0.1632  -0.23
C: 2.0669 -0.7617 -4.1307  -0.13
C: 2.4299 4.3595 0.8980  -0.14
C: 2.7436 1.3079 4.2767  -0.36
C: 5.7829 -0.0776 2.5095  -0.10
C: -1.3475 -1.4767 4.1786  0.01
C: -2.3445 3.4020 -2.7804  -0.05
C: -0.3175 -6.7350 -3.7461  -0.05
C: -2.3295 0.2098 2.2765  -0.19
C: -2.2545 3.9557 -0.0621  -0.14
C: -1.4776 -5.9071 -3.2811  -0.27
C: 3.0766 2.7971 4.2094  -0.06
C: 2.9337 0.7519 5.6917  -0.07
C: 2.5587 2.5143 -0.6710  -0.33
C: 3.8813 2.9098 -0.9499  -0.05
C: 2.1968 1.0293 -2.4891  -0.34
C: 2.6411 1.8774 -3.5281  -0.05
C: -1.4868 -4.5287 -3.4632  -0.01
C: 5.2152 -0.9545 1.6041  -0.05
C: -2.5657 -6.5179 -2.6653  -0.04
C: 3.8415 -1.1125 1.5248  -0.14
C: 0.9656 -1.0298 3.3015  -0.51
C: -1.4038 5.4412 1.7935  -0.07
C: -2.2445 2.3537 -1.8805  -0.14
C: 3.2526 -2.1927 0.6533  -0.37
C: -3.6485 -5.7660 -2.2466  -0.06
C: -2.3076 4.2711 1.4142  -0.37
C: -2.7038 -1.2075 4.1579  -0.05
C: 4.4352 4.0171 -0.3481  -0.12
C: -1.2394 -3.0091 0.6129  -0.69
C: 3.9448 -2.3410 -0.6973  -0.07
C: -3.6439 -4.4016 -2.4530  -0.28
C: 3.0057 -0.3655 2.3715  -0.17
C: -3.2104 -0.3565 3.1913  0.00
C: 1.8673 3.2523 0.3070  -0.05
C: -2.1562 2.6254 -0.5048  -0.18
H: 0.8628 2.9341 0.5640  0.07
H: -4.2587 -0.1061 3.1199  0.11
H: -2.4750 5.5282 -3.0637  0.09
H: 3.9648 -1.3846 -1.2159  0.07
H: -4.1493 5.4004 1.2291  0.07
H: 5.8593 -1.5444 0.9665  0.10
H: 1.5035 -0.9545 -2.0718  0.07
H: 2.3977 3.3677 4.8417  0.07
H: -3.3625 -1.6637 4.8852  0.10
H: 5.4053 1.3126 4.0764  0.10
H: 4.4711 2.3174 -1.6387  0.11
H: 2.7297 -0.2998 -6.1271  0.08
H: 1.6886 1.1865 4.0122  0.13
H: 4.1476 5.6546 1.0135  0.08
H: -3.0680 -1.9550 -1.0715  0.09
H: 1.8638 4.9260 1.6279  0.09
H: -1.9904 1.1639 -4.4625  0.07
H: -0.6536 -7.7103 -4.0951  0.07
H: 2.7205 -3.4107 2.3524  0.08
H: -2.6144 -2.7103 -3.2310  0.10
H: -2.0268 0.2754 -1.5417  0.09
H: -0.5536 0.8541 -3.4704  0.07
H: -4.5098 -6.2195 -1.7801  0.11
H: -4.3678 3.6837 1.6065  0.06
H: 2.6747 -0.3046 5.6889  0.06
H: 2.8907 -4.3261 0.8527  0.07
H: 0.2183 -6.2340 -4.5486  0.07
H: -3.1204 -3.4350 1.5985  0.11
H: -3.6867 -1.3756 0.4598  0.11
H: -4.4269 0.9029 -1.6223  0.08
H: 1.8353 -1.7962 -4.3615  0.09
H: 0.3760 -6.8920 -2.9207  0.09
H: 2.2005 -1.9470 0.4694  0.09
H: -1.3365 5.5309 2.8769  0.07
H: 2.8249 2.9214 -3.3142  0.10
H: -2.4450 6.0030 -0.6516  0.10
H: 3.9665 0.8620 6.0239  0.07
H: 6.8601 0.0230 2.5762  0.09
H: 2.2847 1.2730 6.3960  0.07
H: 4.0932 2.9860 4.5481  0.07
H: -0.6430 -4.0411 -3.9282  0.11
H: 5.4535 4.3010 -0.5919  0.09
H: -1.7972 6.3762 1.3995  0.06
H: -5.3238 -3.3229 0.1741  0.10
H: -4.2799 1.2881 -3.3403  0.08
H: 3.1519 2.0791 -5.5860  0.09
H: -2.5659 -7.5895 -2.5215  0.11
H: -3.8325 4.8073 2.8671  0.07
H: -4.0919 -0.3768 -2.7886  0.04
H: 3.4007 -3.0615 -1.3052  0.08
H: -0.4094 5.2806 1.3888  0.06
H: -0.8918 -2.1411 4.8955  0.11
H: 2.9840 3.1452 3.1833  0.06
H: -2.3986 3.1908 -3.8393  0.10
H: -2.8856 -4.2989 0.0816  0.10
H: 4.3345 -3.7513 1.7006  0.08
H: -1.6791 -0.4545 -3.8321  0.07
H: 4.9651 -2.7033 -0.5810  0.06
H: -1.9783 3.3852 1.9677  0.13

Forces on the atoms, in the same order (eV/Å):
-0.190 -0.329 0.165
-0.768 -0.119 0.037
0.506 -0.486 0.471
0.302 0.988 -0.461
-0.321 -0.106 0.250
0.328 -0.053 0.230
-0.229 -0.089 0.200
0.465 0.074 0.137
-0.057 -0.032 0.312
-0.365 -0.434 -0.655
0.576 -0.517 0.486
0.187 -0.060 -0.361
-0.821 0.303 -0.474
-0.052 0.112 -0.124
0.097 0.001 -0.177
-0.003 -0.105 0.300
-0.251 0.079 -0.050
0.544 0.200 -0.085
0.029 -0.182 -0.329
-0.110 -0.069 -0.063
0.031 -0.181 0.055
-0.016 0.057 0.012
0.136 0.234 -0.546
0.063 0.261 0.172
0.027 0.044 0.247
0.081 0.097 -0.006
0.029 0.025 0.049
-0.132 -0.226 0.619
0.033 -0.077 -0.134
0.186 -0.143 0.198
0.478 0.195 0.104
-0.003 -0.148 -0.161
0.039 0.283 0.184
-0.009 0.060 0.181
0.149 -0.058 -0.002
0.115 0.005 -0.036
0.037 0.058 -0.068
0.032 0.039 0.103
-0.564 0.023 0.319
0.062 -0.135 0.084
-0.057 -0.037 -0.074
-0.142 -0.162 -0.087
-0.148 -0.073 -0.132
0.132 -0.016 -0.030
0.120 -0.067 -0.088
-0.046 0.045 -0.049
-0.050 0.129 0.023
-0.092 -0.041 0.076
0.092 0.009 -0.003
-0.020 0.160 0.005
-0.192 0.066 0.002
0.477 -0.159 -0.238
-0.044 -0.252 -0.029
0.026 -0.114 0.235
0.000 -0.123 -0.101
-0.082 -0.197 0.110
-0.135 0.109 0.100
0.064 -0.087 -0.069
0.181 0.075 -0.052
-1.071 -0.544 0.061
-0.124 0.165 0.181
-0.524 0.408 0.167
0.593 0.009 0.069
0.025 0.135 -0.156
-0.092 -0.164 -0.081
-0.180 0.404 -0.306
-0.165 0.142 -0.006
-0.015 0.031 -0.048
0.036 -0.056 0.034
0.048 0.029 -0.155
-0.003 0.125 -0.040
0.022 -0.035 -0.079
0.073 -0.064 -0.122
-0.079 0.100 0.081
-0.039 -0.035 0.034
0.041 0.090 0.065
-0.035 0.016 -0.018
-0.062 0.029 -0.008
0.146 0.048 -0.029
-0.011 -0.013 0.047
0.084 0.104 0.072
-0.036 -0.013 0.036
-0.008 0.012 -0.135
0.031 -0.045 -0.038
-0.017 -0.069 0.112
0.080 0.163 -0.072
-0.112 0.043 -0.141
0.096 -0.001 -0.106
-0.054 -0.094 0.025
-0.098 -0.002 -0.002
0.009 -0.038 0.103
-0.113 -0.097 -0.068
0.074 -0.017 -0.054
0.004 -0.023 0.029
-0.067 0.036 -0.186
-0.139 0.017 0.100
-0.002 -0.019 0.006
0.120 -0.043 0.021
0.124 -0.158 0.050
0.014 0.051 0.111
0.019 0.016 0.022
0.012 0.061 0.037
0.112 0.075 0.005
0.007 0.027 -0.034
-0.045 0.072 0.114
0.132 0.072 0.038
0.087 0.056 -0.062
0.030 -0.006 0.000
0.021 0.157 -0.033
-0.171 -0.201 -0.019
-0.055 0.105 -0.103
0.021 0.030 -0.001
-0.005 -0.093 0.009
-0.014 0.049 0.138
-0.012 -0.109 -0.070
-0.037 -0.055 -0.125
0.212 0.101 -0.016
0.067 -0.012 0.040
0.026 0.145 -0.037
-0.017 -0.040 -0.094
0.059 0.050 0.073
0.089 0.027 0.021
-0.001 -0.097 -0.092
0.140 -0.053 -0.035
0.028 0.145 -0.103

- energy relative to the best compared isomer or geometry (same formula, charge and spin) (eV) = 0.462
- orbital gap (eV) = 5.70
- electronic energy (Ha) = -3392.9377
- charge = -2